Here is a single C3H3NOS molecule in a non-equilibrium geometry from OMol25. Energies are from wB97M-V/def2-TZVPD.

Geometry (Å):
C  -0.0752  1.1482  2.2675
C  -0.0844  0.7477  1.1329
C  0.1102  0.4810  -0.2343
N  -0.2405  -1.0627  -0.6178
O  0.4941  1.1796  -1.1211
S  0.1923  -1.7293  -2.1072
H  -0.1078  1.4625  3.2689
H  -0.5059  -1.6838  0.1254
H  0.2173  -0.5431  -2.7144

Properties
**Kohn-Sham gap**: 8.2241 eV
**Molecular weight**: 101.1 g/mol
**HOMO energy**: -0.3002 hartree
**LUMO**: 0.1 eV
**ΔE to the lowest compared entry with this formula, charge and spin**: 272.47 kJ/mol
**Structure (SMILES)**: C#CC(=O)NS
**Multiplicity**: 1

Here are the Löwdin charges for atoms 1 to 2, given in e:
1. C 0.181
2. C -0.045

Here is 2 unconnected molecules or ions with the total composition C3H8S2 in a non-equilibrium geometry from OMol25. Energies are from wB97M-V/def2-TZVPD.

Geometry (Å):
C  -0.7885  1.1327  -2.9073
C  0.2751  0.3607  -2.9690
H  -1.6064  0.8691  -2.2519
H  -0.8422  2.0713  -3.4351
H  0.5117  -0.4542  -2.2916
H  1.1344  0.6548  -3.5589
C  -0.0213  1.3064  0.3438
S  -0.6929  -0.3052  0.7789
S  0.9477  -1.1270  1.7928
H  -0.7045  2.0911  0.6637
H  0.9920  1.4984  0.6896
H  0.0920  1.3496  -0.7391
H  0.2020  -1.7299  2.7283

Properties
**Kohn-Sham gap**: 8.8528 eV
**Molecular weight**: 108.2 g/mol
**HOMO energy**: -0.3076 hartree
**LUMO**: 0.5 eV
**ΔE to the lowest compared entry with this formula, charge and spin**: 151.44 kJ/mol
**Structure (SMILES)**: C=C.CSS
**Multiplicity**: 1

Here are the Löwdin charges for atoms 1 to 2, given in e:
1. C -0.091
2. C -0.087

Here is a molecular structure, C34H31GeN3SV in a non-equilibrium geometry from OMol25. Energies are from wB97M-V/def2-TZVPD.

Geometry (Å):
V  0.0929  0.4848  0.2102
C  -2.8736  -2.2189  -1.6193
C  -2.0421  -3.0952  -2.3838
C  -0.6820  -2.9448  -2.2980
C  -0.0984  -1.9662  -1.4726
N  -0.9324  -1.1023  -0.7532
C  -2.2605  -1.2578  -0.8575
C  1.3139  -1.7742  -1.2645
C  2.2896  -2.6107  -1.8569
C  3.6292  -2.4557  -1.5675
C  4.0410  -1.4668  -0.6702
C  3.0814  -0.6290  -0.1048
C  1.7166  -0.7138  -0.3896
H  -3.9535  -2.2790  -1.6529
H  -2.4724  -3.8552  -3.0261
H  -0.0362  -3.5955  -2.8756
H  -2.8482  -0.5405  -0.2930
H  1.9904  -3.4031  -2.5346
H  4.3592  -3.1133  -2.0311
H  5.0913  -1.3485  -0.4224
H  3.4293  0.1306  0.5918
S  -1.2095  2.0974  -0.8838
C  0.4091  2.4876  -0.2527
N  1.3678  2.8774  -1.2862
C  2.7621  2.7356  -0.8459
C  2.8472  2.9844  0.6602
C  1.7919  4.0161  1.0473
N  0.4370  3.5304  0.7782
H  1.1862  2.3121  -2.1039
H  3.3628  3.4920  -1.3693
H  3.1806  1.7507  -1.0853
H  3.8541  3.3179  0.9331
H  2.6367  2.0609  1.2061
H  1.9743  4.9403  0.4816
H  1.8638  4.2739  2.1081
H  0.0727  3.0858  1.6114
C  0.0046  0.5258  1.8933
Ge  0.0104  0.4600  3.7545
C  0.0711  2.1952  4.7174
C  1.2764  2.8045  5.0644
C  1.3070  4.0563  5.6673
C  0.1223  4.7278  5.9355
C  -1.0887  4.1396  5.5940
C  -1.1089  2.8888  4.9925
C  -1.5901  -0.4615  4.4707
C  -2.3630  -1.1997  3.5733
C  -3.4871  -1.8935  4.0019
C  -3.8624  -1.8550  5.3394
C  -3.1071  -1.1204  6.2439
C  -1.9809  -0.4317  5.8077
C  1.6068  -0.5257  4.3749
C  2.3717  -1.1785  3.4081
C  3.5104  -1.8931  3.7637
C  3.9006  -1.9639  5.0944
C  3.1498  -1.3162  6.0685
C  2.0129  -0.6039  5.7067
H  2.2115  2.2952  4.8543
H  2.2583  4.5121  5.9189
H  0.1425  5.7078  6.3985
H  -2.0193  4.6612  5.7875
H  -2.0619  2.4454  4.7228
H  -2.0682  -1.2207  2.5280
H  -4.0698  -2.4643  3.2880
H  -4.7410  -2.3946  5.6755
H  -3.3963  -1.0817  7.2888
H  -1.4038  0.1453  6.5242
H  2.0683  -1.1075  2.3662
H  4.0895  -2.3875  2.9922
H  4.7897  -2.5184  5.3748
H  3.4538  -1.3632  7.1091
H  1.4418  -0.0931  6.4769

Properties
**Kohn-Sham gap (alpha / beta)**: 4.1478 / 4.4144 eV
**Molecular weight**: 637.3 g/mol
**HOMO energy (alpha / beta)**: 0.0192 / 0.0094 hartree
**LUMO (alpha / beta)**: 4.7 / 4.7 eV
**Charge**: -2
**ΔE to the lowest compared entry with this formula, charge and spin**: 37.86 kJ/mol
**Multiplicity**: 2

Here are the Löwdin charges for atoms 1 to 2, given in e:
1. V 0.303
2. C -0.092